Computed, not measured: C64H46BiF3N7O3P2S as an isolated structure, with ωB97M-V/def2-TZVPD.

Structure (XYZ):
```
127
Properties=species:S:1:pos:R:3:forces:R:3
Bi -0.576 -0.330 -0.202 -0.133 0.375 0.160
S -0.775 1.204 3.307 -0.132 -0.020 -0.188
P 1.960 0.847 1.571 1.846 0.598 -0.080
P 0.819 0.526 -2.615 1.049 0.318 -0.773
F -1.882 -5.715 4.165 -0.265 0.032 -0.208
F -1.135 -4.441 5.725 -0.062 0.214 0.110
F 0.218 -5.285 4.284 0.175 0.120 -0.124
O -1.058 -0.317 3.594 -0.462 1.172 0.762
O -0.569 1.385 1.879 -0.369 0.001 0.572
O -1.824 1.958 3.901 0.181 -0.172 0.471
N -3.345 -0.378 -0.515 0.204 -0.134 -0.024
N -3.657 3.487 2.156 -0.074 0.358 0.355
N -2.298 -4.452 -2.717 0.054 -0.378 -0.248
N -2.509 2.232 -0.020 -0.113 -0.338 -0.225
N -1.561 -1.993 -1.706 -0.452 -0.088 -0.044
N -10.297 -1.505 -0.573 -0.549 -0.106 0.006
N -1.237 -1.566 1.587 0.054 0.247 0.063
C 2.553 2.288 0.545 -0.447 -0.719 0.287
C -2.274 -3.454 2.634 -0.106 0.074 -0.032
C 1.549 2.230 -6.294 0.064 0.052 -0.104
C -3.573 1.716 0.591 0.103 0.630 0.535
C 0.855 1.373 -7.134 -0.007 0.008 -0.009
C 4.043 2.558 -1.062 0.433 0.103 -0.245
C 5.682 -1.002 1.283 0.146 -0.055 -0.073
C 1.561 1.976 -1.770 -0.590 -0.177 0.039
C -4.090 2.313 1.746 0.015 -0.275 -0.529
C 0.787 2.047 5.356 -0.018 0.054 0.302
C -3.836 -1.494 -1.043 -0.704 0.249 0.078
C 4.069 3.563 -2.161 0.197 -0.104 0.065
C -1.083 -3.970 -2.915 0.077 0.205 0.085
C -4.172 0.518 0.002 -0.670 -0.292 -0.019
C 1.239 -2.844 0.403 -0.146 0.105 -0.085
C 0.882 3.127 -1.693 0.005 -0.156 -0.056
C 1.966 2.498 5.926 -0.101 -0.074 -0.136
C -5.560 0.345 -0.008 0.301 -0.201 -0.142
C 0.195 0.057 -5.246 0.036 0.079 0.098
C 3.077 4.401 0.475 0.212 0.315 0.159
C 3.132 2.482 5.173 0.058 0.015 -0.017
C -0.243 -2.564 3.568 -0.222 0.101 -0.044
C 3.394 4.697 -2.068 0.078 0.187 0.030
C 2.285 -3.779 0.388 0.248 -0.079 -0.270
C -2.833 -2.402 -1.619 0.149 -0.835 -0.443
C -8.075 -2.312 -0.282 0.021 0.206 -0.067
C 4.409 -1.357 -3.206 0.172 -0.169 0.162
C -2.215 -2.493 1.677 -0.183 -0.373 0.010
C 1.564 2.013 -4.928 -0.068 -0.075 0.142
C 2.224 -1.622 -1.416 0.422 -0.084 -0.102
C 0.886 0.921 -4.400 -0.376 -0.067 0.313
C 3.876 3.098 0.379 0.410 0.014 0.250
C -9.451 -2.478 -0.290 0.271 -0.208 0.018
C 3.325 -3.606 -0.475 -0.193 -0.161 0.181
C -0.438 -1.350 2.734 0.709 -0.626 -0.437
C 3.327 -2.528 -1.386 -0.160 0.203 0.007
C 4.239 -2.360 2.616 0.033 0.002 0.110
C 1.952 1.543 3.287 -0.046 -0.167 -0.253
C -3.163 -3.680 -2.101 -0.144 0.519 0.291
C 0.794 1.592 4.052 -0.439 -0.065 -0.261
C -8.449 -0.030 -0.879 0.110 -0.218 0.042
C 3.134 1.994 3.877 -0.221 -0.046 -0.085
C 2.731 1.741 -0.887 -0.161 -0.299 -0.041
C 2.228 -0.639 -2.449 -0.116 -0.019 -0.386
C -7.549 -1.053 -0.577 -0.478 -0.080 0.001
C -6.095 -0.817 -0.554 0.461 -0.024 0.019
C 4.687 -0.045 1.172 -0.113 0.076 0.029
C -5.204 -1.761 -1.077 0.211 0.254 0.098
C 1.245 4.182 -0.710 -0.328 0.011 0.002
C 3.293 -0.522 -3.314 -0.250 0.014 0.214
C 2.578 4.988 -0.863 0.210 0.279 -0.159
C 0.181 0.281 -6.609 0.007 -0.080 -0.081
C 3.251 -1.399 2.512 0.080 0.122 0.020
C 1.186 -1.768 -0.448 -0.026 -0.180 0.101
C -0.705 -2.744 -2.387 0.023 -0.402 -0.332
C 4.411 -2.353 -2.272 0.022 0.054 -0.106
C -2.636 4.024 1.515 0.069 -0.076 -0.164
C -1.006 -4.739 4.425 0.203 -0.318 0.276
C -9.807 -0.315 -0.863 0.201 0.305 -0.067
C -1.181 -3.532 3.544 0.326 0.304 -0.070
C -2.007 3.345 0.475 -0.260 0.397 -0.022
C 5.459 -2.171 1.988 0.037 0.049 0.003
C 1.768 3.611 0.637 -0.355 0.020 0.321
C 3.450 -0.229 1.778 -0.242 -0.002 -0.160
H 4.906 1.897 -1.180 -0.158 -0.019 0.091
H 4.052 2.852 5.600 0.087 0.015 0.056
H 0.300 -2.373 -2.504 -0.001 -0.093 -0.017
H 2.978 0.680 -0.853 0.033 0.202 0.031
H -1.117 3.713 -0.006 0.086 0.172 0.044
H 0.448 -2.996 1.118 -0.055 -0.121 0.046
H -0.331 -0.788 -4.821 -0.083 -0.068 -0.046
H 1.109 3.712 1.498 -0.004 0.044 0.015
H -3.063 -4.183 2.657 -0.122 -0.060 -0.081
H 1.976 2.873 6.938 -0.028 -0.003 0.063
H 0.636 -2.628 4.188 0.097 -0.039 0.116
H -5.593 -2.661 -1.527 -0.008 -0.043 -0.058
H -0.146 2.052 5.896 -0.107 0.104 0.164
H -4.146 -4.104 -1.959 -0.148 0.097 0.037
H 2.088 3.068 -6.707 0.021 0.112 -0.051
H 3.428 5.439 -2.850 0.008 0.045 -0.199
H -7.432 -3.141 -0.029 0.076 -0.079 0.055
H 2.388 6.058 -0.790 -0.050 -0.045 0.044
H 3.281 0.236 -4.083 -0.022 0.046 -0.085
H 4.053 -3.267 3.171 -0.032 -0.057 0.086
H 6.230 -2.924 2.051 0.056 -0.055 0.040
H 5.243 -3.038 -2.200 0.128 -0.076 0.012
H -10.540 0.445 -1.097 0.036 0.160 -0.044
H -9.902 -3.434 -0.066 0.082 -0.136 0.064
H -2.945 -2.475 0.885 -0.123 -0.082 0.037
H 4.728 3.013 1.050 0.043 0.004 -0.034
H -0.351 -0.393 -7.263 -0.064 -0.038 -0.056
H -8.104 0.955 -1.153 0.048 0.118 0.008
H -4.859 1.840 2.340 -0.170 -0.091 -0.006
H 2.258 -4.615 1.071 0.039 -0.069 0.071
H 0.514 -0.895 2.430 -0.199 -0.384 0.097
H -2.329 5.010 1.834 0.182 0.043 0.012
H 4.054 1.963 3.310 0.047 -0.029 -0.001
H 6.636 -0.829 0.804 0.073 -0.005 -0.029
H 4.153 -4.299 -0.488 0.144 -0.075 0.005
H 2.097 2.685 -4.269 0.040 0.083 0.026
H 5.254 -1.208 -3.860 0.068 -0.068 -0.107
H -0.391 -4.588 -3.467 0.145 0.018 -0.059
H 4.669 3.331 -3.029 0.056 0.057 -0.158
H 2.309 -1.559 3.016 -0.093 -0.111 0.057
H 4.896 0.853 0.623 0.040 0.124 -0.139
H 0.414 4.882 -0.590 0.077 -0.112 0.047
H -0.005 3.279 -2.296 -0.119 -0.050 -0.056
H 3.427 5.117 1.211 0.008 0.048 0.068
H 0.832 1.560 -8.197 0.030 0.002 -0.099
H -6.199 1.115 0.395 -0.063 0.017 0.060
```
Forces are in eV/Å.

Calculated values
Total charge = +1
Lowest unoccupied orbital energy = -3.46 eV
HOMO-LUMO gap = 6.6 eV
Total energy = -4670.28445 Eh
E_HOMO = -10.093 eV
Energy above the lowest of the compared OMol25 structures with the same formula, charge and spin = 424.7 kJ/mol

Here are the Löwdin charges for atoms 1 to 99, given in e: number 1, Bi, carries 1.779; number 2, S, carries 0.643; number 3, P, carries 1.144; number 4, P, carries 1.021; number 5, F, carries 0.147; number 6, F, carries 0.154; number 7, F, carries 0.137; number 8, O, carries -0.163; number 9, O, carries -0.504; number 10, O, carries -0.224; number 11, N, carries 0.089; number 12, N, carries 0.106; number 13, N, carries 0.116; number 14, N, carries 0.103; number 15, N, carries 0.011; number 16, N, carries 0.070; number 17, N, carries -0.150; number 18, C, carries -0.368; number 19, C, carries -0.012; number 20, C, carries -0.067; number 21, C, carries -0.224; number 22, C, carries -0.070; number 23, C, carries -0.169; number 24, C, carries -0.065; number 25, C, carries -0.326; number 26, C, carries -0.070; number 27, C, carries -0.038; number 28, C, carries -0.235; number 29, C, carries -0.038; number 30, C, carries -0.065; number 31, C, carries -0.191; number 32, C, carries -0.127; number 33, C, carries -0.047; number 34, C, carries -0.042; number 35, C, carries 0.078; number 36, C, carries -0.100; number 37, C, carries -0.118; number 38, C, carries -0.044; number 39, C, carries 0.036; number 40, C, carries -0.035; number 41, C, carries -0.059; number 42, C, carries -0.187; number 43, C, carries -0.006; number 44, C, carries -0.050; number 45, C, carries -0.148; number 46, C, carries -0.090; number 47, C, carries -0.243; number 48, C, carries -0.374; number 49, C, carries -0.118; number 50, C, carries -0.128; number 51, C, carries -0.022; number 52, C, carries -0.419; number 53, C, carries -0.156; number 54, C, carries -0.075; number 55, C, carries -0.291; number 56, C, carries -0.044; number 57, C, carries -0.257; number 58, C, carries -0.003; number 59, C, carries -0.052; number 60, C, carries -0.249; number 61, C, carries -0.337; number 62, C, carries -0.176; number 63, C, carries -0.125; number 64, C, carries -0.073; number 65, C, carries 0.071; number 66, C, carries -0.177; number 67, C, carries -0.062; number 68, C, carries -0.170; number 69, C, carries -0.072; number 70, C, carries -0.097; number 71, C, carries -0.338; number 72, C, carries -0.103; number 73, C, carries -0.015; number 74, C, carries -0.095; number 75, C, carries -0.588; number 76, C, carries -0.127; number 77, C, carries -0.120; number 78, C, carries -0.117; number 79, C, carries -0.075; number 80, C, carries -0.136; number 81, C, carries -0.327; number 82, H, carries 0.137; number 83, H, carries 0.114; number 84, H, carries 0.080; number 85, H, carries 0.095; number 86, H, carries 0.076; number 87, H, carries 0.076; number 88, H, carries 0.091; number 89, H, carries 0.140; number 90, H, carries 0.110; number 91, H, carries 0.116; number 92, H, carries 0.127; number 93, H, carries 0.116; number 94, H, carries 0.122; number 95, H, carries 0.119; number 96, H, carries 0.109; number 97, H, carries 0.111; number 98, H, carries 0.113; number 99, H, carries 0.144